[1]
{"formula": "C6H12O", "method": "ωB97M-V/def2-TZVPD", "species": ["C", "C", "C", "C", "C", "C", "H", "H", "H", "H", "H", "H", "H", "H", "H", "H", "O", "H", "H"], "coordinates": [[0.815376, 1.807131, -1.273826], [-0.461186, 1.620386, -0.906645], [-1.157729, 0.369747, -1.281871], [-0.980178, -0.699907, -0.228198], [0.141228, -1.245772, 0.042652], [-2.255310, -1.053565, 0.491860], [1.444190, 0.980398, -1.799656], [1.381879, 2.787607, -0.999490], [-0.990669, 2.427623, -0.457418], [-0.931793, 0.062127, -2.387698], [-2.105313, 0.728129, -1.311441], [0.413819, -1.901849, 0.765373], [1.076589, -0.778483, -0.357539], [-2.219650, -0.848526, 1.567481], [-2.334579, -2.196170, 0.427834], [-3.065131, -0.764250, -0.165319], [2.966825, -0.548532, 2.353732], [3.359594, 0.262073, 2.612992], [3.623252, -1.158548, 2.211186]], "atomic_forces_ev_per_a": [[1.62, 0.72, 0.27], [2.97, 0.06, -1.58], [2.25, -0.59, -1.48], [-3.14, 0.85, -0.49], [4.15, 1.90, -1.60], [0.49, -3.14, -0.76], [-1.31, 1.65, 0.92], [-1.05, -1.91, -0.60], [-0.42, 0.33, 0.54], [0.01, 0.28, 2.14], [-3.47, 0.11, -0.16], [-0.08, -2.18, 2.22], [-0.87, -0.55, -0.19], [-0.57, 0.57, -0.45], [0.09, 1.28, 0.35], [-0.67, 0.65, 0.88], [-3.19, 1.06, 0.14], [0.66, 1.02, 0.32], [2.52, -2.10, -0.47]], "de_lowest_ev": 3.126, "e_lumo_ev": 0.912, "homo_ev": -8.98, "e_tot_ha": -310.944389, "smiles": "C=CCC(=C)C.O"}

[2]
{"formula": "C6H12O", "method": "ωB97M-V/def2-TZVPD", "species": ["C", "C", "C", "C", "C", "C", "O", "H", "H", "H", "H", "H", "H", "H", "H", "H", "H", "H", "H"], "coordinates": [[-2.118426, 0.063514, 2.272015], [-1.055258, 0.143133, 1.463649], [-1.074084, 0.109604, -0.033221], [-0.282485, -1.035549, -0.702217], [1.238419, -0.958570, -0.387497], [1.814118, 0.450645, -0.596770], [1.206368, 1.194078, -1.649260], [-2.951283, -0.609790, 2.071148], [-2.283558, 0.672677, 3.153945], [-0.071310, 0.277681, 1.921885], [-2.116082, -0.126204, -0.283383], [-0.802062, 1.081075, -0.432202], [-0.680341, -1.971929, -0.318454], [-0.345192, -0.944099, -1.786679], [1.301611, -1.211785, 0.672297], [1.826207, -1.658023, -0.972503], [1.519429, 1.035657, 0.277588], [2.898812, 0.455107, -0.670554], [1.268340, 0.720904, -2.486804]], "atomic_forces_ev_per_a": [[-0.49, -0.27, -0.18], [0.71, 0.25, 0.48], [-0.99, -2.32, -0.06], [1.42, 1.03, 0.13], [-0.61, 0.36, 0.11], [-1.04, 0.25, 0.66], [0.23, -0.16, -0.49], [-0.46, 0.86, -0.87], [0.93, -0.77, 0.72], [-0.21, 1.19, -0.02], [-0.03, 0.54, -0.24], [0.00, 0.09, 0.07], [-0.01, -0.20, -0.38], [-0.61, -0.29, -0.01], [0.61, -0.08, 0.01], [-0.13, -0.44, -0.03], [0.36, 0.07, 0.08], [0.15, -0.08, -0.07], [0.14, -0.02, 0.11]], "de_lowest_ev": 2.232, "e_lumo_ev": 0.882, "homo_ev": -8.77, "e_tot_ha": -310.977243, "smiles": "C=CCCCCO"}

[3]
{"formula": "C6H12O", "method": "ωB97M-V/def2-TZVPD", "species": ["C", "C", "C", "O", "C", "C", "C", "H", "H", "H", "H", "H", "H", "H", "H", "H", "H", "H", "H"], "coordinates": [[-2.021462, 0.815766, -0.175103], [-1.123531, -0.494604, 0.488128], [-0.606414, -1.362281, -0.655638], [0.649267, -0.833227, -1.054134], [1.350461, -0.409124, 0.112802], [2.288651, 0.732111, -0.263238], [0.211505, 0.034187, 1.052858], [-3.007586, 0.414486, -0.408807], [-1.597892, 1.227844, -1.119087], [-2.204213, 1.721590, 0.456692], [-1.782761, -0.958319, 1.219178], [-0.499076, -2.410395, -0.335526], [-1.273119, -1.295235, -1.513738], [1.969588, -1.252469, 0.489173], [2.999101, 0.439780, -1.044615], [2.861397, 1.064055, 0.611438], [1.696418, 1.576575, -0.627964], [-0.338726, 0.902621, 0.639262], [0.428401, 0.086648, 2.128322]], "atomic_forces_ev_per_a": [[0.16, -1.25, 0.31], [-1.49, 0.59, -0.95], [-0.49, -0.16, -0.06], [-0.12, 0.03, -0.08], [-0.24, 0.24, 0.13], [-0.04, 0.01, -0.02], [-0.63, 1.21, -0.48], [-0.09, 0.00, -0.13], [0.13, -0.68, 0.56], [0.46, -1.02, 0.12], [0.02, -0.36, -0.23], [-0.03, 0.13, -0.03], [0.09, -0.28, -0.14], [-0.51, 0.25, 0.16], [-0.15, -0.06, 0.15], [-0.13, -0.09, -0.13], [0.09, -0.08, 0.02], [3.36, 1.71, 1.28], [-0.39, -0.20, -0.46]], "de_lowest_ev": 2.334, "e_lumo_ev": 1.107, "homo_ev": -9.71, "e_tot_ha": -310.973499, "smiles": "C[C@H]1CO[C@@H](C)C1"}

[4]
{"formula": "C6H12O", "method": "ωB97M-V/def2-TZVPD", "species": ["C", "O", "C", "C", "C", "C", "C", "H", "H", "H", "H", "H", "H", "H", "H", "H", "H", "H", "H"], "coordinates": [[-0.977738, -2.006607, 0.231596], [-0.052415, -1.017195, 0.788967], [0.753998, -0.322098, -0.166716], [2.108649, -0.062343, 0.478916], [0.093252, 0.983677, -0.577076], [-1.373338, 1.128222, -0.809552], [-0.761918, 1.653082, 0.443015], [-0.345358, -2.739272, -0.271672], [-1.720322, -1.652369, -0.498441], [-1.511824, -2.495259, 1.053270], [0.894436, -0.953707, -1.056547], [2.758771, 0.489529, -0.209392], [2.595919, -1.004834, 0.745469], [1.981671, 0.537080, 1.386574], [0.705585, 1.626684, -1.187982], [-1.990375, 0.264216, -0.706348], [-1.738847, 1.823748, -1.560973], [-0.678612, 1.009876, 1.399094], [-0.741535, 2.737568, 0.517792]], "atomic_forces_ev_per_a": [[1.11, 0.26, 0.18], [-1.11, -0.73, -0.52], [-0.25, -0.12, -0.13], [-0.04, 0.01, 0.02], [0.35, 0.36, -0.54], [-0.46, -0.60, 0.13], [0.75, -0.25, 1.84], [-0.18, -0.29, -0.09], [0.37, 0.31, 0.31], [0.28, 0.30, -0.03], [-0.04, -0.02, 0.09], [-0.11, -0.09, 0.10], [-0.08, 0.13, -0.03], [0.01, -0.08, -0.11], [0.28, -0.01, -0.17], [-0.29, -0.38, -0.09], [0.25, 0.02, 0.24], [-1.06, 1.45, -1.54], [0.23, -0.26, 0.34]], "de_lowest_ev": 1.936, "e_lumo_ev": 1.169, "homo_ev": -9.74, "e_tot_ha": -310.988113, "smiles": "CO[C@H](C)C1CC1"}

[5]
{"formula": "C6H12O", "method": "ωB97M-V/def2-TZVPD", "species": ["C", "C", "C", "C", "O", "C", "C", "H", "H", "H", "H", "H", "H", "H", "H", "H", "H", "H", "H"], "coordinates": [[1.251638, -0.073065, -0.442463], [0.518161, -0.132806, 0.934498], [1.315246, 0.254309, 2.156546], [-0.147745, 0.866437, 0.132334], [-0.727159, 1.141872, -2.053516], [-1.273001, 0.707648, -0.868169], [-1.878933, -0.695228, -0.947893], [1.308509, -1.077501, -0.882502], [0.421296, 0.581063, -1.714698], [2.229288, 0.411295, -0.377316], [-0.038900, -1.062576, 1.036042], [1.869682, 1.186191, 1.995038], [2.041311, -0.526364, 2.399656], [0.663263, 0.392889, 3.022282], [0.192165, 1.902144, 0.236607], [-2.057955, 1.403496, -0.522569], [-1.135382, -1.430875, -1.275526], [-2.682101, -0.694826, -1.690428], [-2.296105, -1.019143, 0.012843]], "atomic_forces_ev_per_a": [[-0.74, 0.55, 1.12], [0.27, -0.43, 0.37], [-0.01, 0.02, 0.16], [1.70, -0.80, -1.24], [3.11, -1.57, 0.13], [-0.46, -0.04, 0.89], [0.02, -0.02, 0.05], [-0.55, 0.63, -0.19], [-2.88, 1.71, -1.07], [-0.47, 0.08, -0.06], [0.10, 0.04, 0.05], [-0.13, -0.13, -0.04], [-0.07, 0.07, -0.01], [0.04, 0.01, -0.01], [-0.07, -0.32, -0.02], [0.03, -0.01, -0.18], [-0.05, 0.12, 0.05], [0.13, 0.05, 0.10], [0.03, 0.05, -0.09]], "de_lowest_ev": 3.442, "e_lumo_ev": 0.937, "homo_ev": -9.11, "e_tot_ha": -310.932772}

[6]
{"formula": "C6H12O", "method": "ωB97M-V/def2-TZVPD", "species": ["C", "O", "C", "C", "C", "C", "C", "H", "H", "H", "H", "H", "H", "H", "H", "H", "H", "H", "H"], "coordinates": [[2.532787, -0.741662, 0.091947], [1.250644, -0.576766, -0.457861], [0.420388, 0.308250, 0.249415], [-0.179396, 1.475129, -0.554562], [-1.515407, 1.234100, 0.183353], [-1.016132, -0.181830, 0.567663], [-1.487680, -1.279268, -0.372838], [2.492212, -1.186936, 1.097555], [3.077973, 0.212359, 0.156197], [3.081271, -1.415945, -0.570446], [0.921049, 0.662436, 1.162327], [0.296951, 2.457320, -0.477210], [-0.246323, 1.196278, -1.610442], [-2.429707, 1.282708, -0.417520], [-1.632641, 1.885191, 1.055443], [-1.191152, -0.478525, 1.608699], [-2.546399, -1.502192, -0.203681], [-1.363227, -0.984633, -1.420662], [-0.907118, -2.193930, -0.220415]], "atomic_forces_ev_per_a": [[0.29, -0.06, 0.09], [-0.06, 0.00, -0.03], [-0.05, 0.15, 0.12], [0.08, 0.10, -0.13], [-0.17, 0.09, 0.04], [-0.04, -0.09, 0.10], [-0.02, -0.03, -0.06], [0.00, 0.05, -0.14], [-0.09, -0.13, -0.03], [-0.05, 0.09, 0.12], [-0.06, -0.05, -0.15], [-0.08, -0.15, 0.01], [0.01, 0.03, 0.14], [0.15, -0.02, 0.11], [0.02, -0.10, -0.13], [0.05, 0.03, -0.16], [0.12, 0.03, -0.02], [-0.02, -0.04, 0.13], [-0.10, 0.10, -0.03]], "de_lowest_ev": 1.400, "e_lumo_ev": 1.117, "homo_ev": -9.43, "e_tot_ha": -311.007826, "smiles": "CO[C@H]1CC[C@H]1C"}

[7]
{"formula": "C6H12O", "method": "ωB97M-V/def2-TZVPD", "species": ["C", "C", "C", "C", "C", "C", "H", "H", "H", "H", "H", "H", "H", "H", "H", "H", "O", "H", "H"], "coordinates": [[1.293664, 1.931257, -1.896568], [1.071818, 1.642130, -0.678340], [0.009653, 0.597734, -0.623486], [-0.287258, 0.115308, 0.858124], [0.364204, -0.971736, 1.275655], [0.339164, -1.628741, 2.663654], [2.131063, 2.650038, -2.261932], [0.782302, 1.457328, -2.782484], [1.610934, 1.951928, 0.184465], [0.100674, -0.321144, -1.280055], [-0.877078, 1.022772, -1.061611], [-1.002452, 0.750719, 1.311603], [0.976058, -1.406312, 0.472959], [1.056050, -1.061791, 3.243496], [0.485236, -2.656618, 2.768916], [-0.716099, -1.574674, 3.045976], [-2.146554, -0.903202, -2.053346], [-2.305836, -0.120202, -1.482018], [-2.885550, -1.474797, -1.705005]], "atomic_forces_ev_per_a": [[3.32, 2.92, -5.47], [-1.12, -2.10, 0.93], [-1.33, -2.20, 2.37], [1.03, -0.47, -2.69], [-0.39, -0.49, 0.01], [-1.97, 2.23, -0.73], [-1.47, -1.10, 0.86], [0.29, 0.49, 1.28], [0.23, 0.40, 0.45], [0.78, 1.06, 0.83], [-0.57, 0.52, 0.21], [-0.48, 0.19, 1.26], [0.03, -0.11, 0.59], [-0.11, -0.14, 0.69], [1.01, -1.68, -0.58], [0.98, 0.70, 0.09], [-1.88, -0.19, 1.37], [0.46, -0.49, -0.66], [1.18, 0.45, -0.82]], "de_lowest_ev": 3.010, "e_lumo_ev": 0.842, "homo_ev": -9.37, "e_tot_ha": -310.948652, "smiles": "C=CC/C=C/C.O"}

[8]
{"formula": "C6H12O", "method": "ωB97M-V/def2-TZVPD", "species": ["C", "C", "C", "C", "C", "C", "O", "H", "H", "H", "H", "H", "H", "H", "H", "H", "H", "H", "H"], "coordinates": [[1.984943, 0.313649, -0.574621], [1.101718, -0.225368, 0.555405], [-0.333145, -0.401794, 0.161347], [-0.670829, -1.259338, -1.058773], [-1.417829, -0.291760, 1.177799], [-1.228686, 0.878823, 0.297824], [-0.850753, 2.067791, 0.943610], [1.581042, 1.247585, -0.985794], [2.085007, -0.397799, -1.402248], [2.993198, 0.530229, -0.207816], [1.098251, 0.499495, 1.376842], [1.508457, -1.165294, 0.939875], [-0.078961, -0.994599, -1.941589], [-0.526214, -2.336486, -0.889747], [-1.727149, -1.139604, -1.330228], [-1.042827, -0.088264, 2.176758], [-2.295623, -0.922798, 1.149317], [-1.495680, 0.945094, -0.728845], [-0.685502, 2.744100, 0.271310]], "atomic_forces_ev_per_a": [[0.05, 0.00, -0.02], [0.15, -0.09, 0.23], [0.26, 0.27, -0.06], [0.04, 0.18, 0.01], [-0.26, -0.20, 0.24], [1.17, -0.65, -0.47], [0.25, -0.09, -0.44], [0.00, -0.15, 0.08], [-0.04, 0.09, 0.15], [-0.12, -0.05, -0.03], [0.20, -0.14, 0.00], [0.14, 0.02, 0.04], [-0.03, 0.05, 0.13], [0.07, 0.28, 0.21], [0.12, 0.04, 0.07], [-0.22, 0.05, 0.01], [-0.03, -0.06, -0.07], [-1.79, 0.69, -0.30], [0.04, -0.25, 0.22]], "de_lowest_ev": 1.703, "e_lumo_ev": 0.881, "homo_ev": -8.51, "e_tot_ha": -310.996698, "smiles": "CC[C@@]1(C)C[C@H]1O"}